No. 1
{
  "formula": "C6H14NO",
  "method": "ωB97M-V/def2-TZVPD",
  "fmax_ev_per_a": 1.3,
  "e_homo_ev": -14.31,
  "energy_ev": -9978.716,
  "gap_ev": 9.9,
  "charge": 1,
  "de_lowest_kcal_mol": 35.2,
  "symbols": ["C", "C", "C", "C", "C", "N", "C", "H", "H", "H", "H", "H", "H", "H", "H", "H", "H", "H", "H", "H", "H", "O"],
  "coordinates": [[2.7015, 1.1187, -0.2831], [1.7259, 2.0285, 0.4777], [0.2445, 1.8706, 0.1003], [-0.3237, 0.4813, 0.0544], [-0.2857, -0.2563, -1.0516], [-0.9486, -1.5415, -1.0838], [-2.1777, -1.7121, -0.8288], [2.1412, 0.3001, -0.7486], [3.2877, 0.5056, 0.3877], [3.3644, 1.6363, -0.9593], [1.9879, 3.0636, 0.2600], [1.8597, 1.9220, 1.5436], [0.0213, 2.3626, -0.8494], [-0.3597, 2.3844, 0.8269], [-0.8932, -0.0092, 0.8415], [0.2458, -0.0024, -1.9592], [-0.3558, -2.3352, -1.2874], [-2.8219, -0.8588, -0.6396], [-2.5777, -2.7009, -0.8203], [-2.1681, -2.0390, 2.2877], [-2.4686, -3.4906, 2.1315], [-2.1993, -2.7278, 1.5998]],
  "atomic_forces_ev_per_a": [[-0.77, -0.97, 0.53], [0.42, 0.16, -0.44], [-0.38, -0.19, 0.19], [-0.22, -0.55, -1.03], [0.10, 0.02, 0.13], [0.42, 0.75, -0.07], [-0.29, 0.00, 0.04], [0.15, 0.45, -0.68], [0.56, 0.34, 0.46], [-0.04, 0.00, -0.31], [-0.11, 0.07, 0.09], [-0.09, -0.18, 0.35], [0.23, -0.17, -0.08], [-0.15, 0.51, 0.40], [0.31, 0.55, 0.51], [-0.08, -0.07, -0.03], [-0.05, -0.32, -0.09], [0.19, -0.03, 0.00], [-0.21, -0.43, -0.05], [0.06, -0.15, -0.41], [0.01, -0.15, -0.36], [-0.06, 0.36, 0.85]],
  "nbo_charge": [-0.623, -0.396, -0.451, -0.085, -0.112, -0.411, 0.155, 0.187, 0.225, 0.230, 0.229, 0.214, 0.229, 0.236, 0.206, 0.240, 0.440, 0.232, 0.238, 0.484, 0.498, -0.965]
}


No. 2
{
  "formula": "C6H14NO2",
  "method": "ωB97M-V/def2-TZVPD",
  "fmax_ev_per_a": 4.5,
  "e_homo_ev": -12.34,
  "energy_ev": -12022.260,
  "gap_ev": 8.9,
  "charge": 1,
  "de_lowest_kcal_mol": 110.4,
  "symbols": ["C", "C", "C", "C", "C", "C", "N", "O", "O", "H", "H", "H", "H", "H", "H", "H", "H", "H", "H", "H", "H", "H", "H"],
  "coordinates": [[2.1233, -1.3862, 0.5612], [1.2171, -1.3736, -0.3634], [0.7337, -1.8421, -1.6779], [-0.4349, 1.7816, 2.2838], [0.7225, 1.8761, -0.7708], [-0.4376, 0.1834, 0.4632], [-1.6809, -0.6455, 0.1305], [-0.3498, 0.4671, 1.7704], [-0.4933, 1.2532, -0.4763], [2.0095, -0.6986, 1.4598], [2.8982, -2.1860, 0.5745], [0.1881, -0.9429, -2.0748], [0.0721, -2.7242, -1.6042], [1.5130, -2.1453, -2.3220], [-0.9138, 1.6991, 3.2028], [-0.9200, 2.6619, 1.6378], [0.6047, 2.2075, 2.4238], [0.8869, 1.9446, -1.8300], [1.4220, 1.0375, -0.3122], [0.8981, 2.8149, -0.2880], [-1.6040, -0.9101, -0.8666], [-2.5495, -0.0499, 0.2164], [-1.7744, -1.5869, 0.5875]],
  "atomic_forces_ev_per_a": [[0.37, -0.34, 1.53], [-2.33, 1.97, 1.20], [-1.47, 0.83, 1.04], [1.52, 3.76, -2.01], [2.75, -3.11, 1.52], [2.35, -0.67, -2.67], [-1.04, -0.01, -0.58], [-0.32, -0.87, -1.09], [-2.54, -1.45, 1.39], [0.37, -1.11, -1.17], [-0.25, 0.90, -0.09], [0.46, -1.03, -0.33], [0.00, 0.50, 0.13], [1.07, 0.01, -0.83], [-0.84, 0.00, 1.53], [0.47, -2.55, 0.96], [-0.98, -0.79, 0.09], [-0.19, 0.05, -0.47], [-0.15, 2.31, -1.31], [-0.26, 0.54, 0.40], [0.04, 0.52, 0.33], [0.72, -0.91, 0.12], [0.23, 1.45, 0.30]],
  "nbo_charge": [-0.468, 0.133, -0.729, -0.278, -0.259, 0.650, -0.750, -0.537, -0.574, 0.254, 0.251, 0.236, 0.241, 0.270, 0.212, 0.209, 0.200, 0.206, 0.191, 0.197, 0.446, 0.442, 0.460]
}